Molecular formula: C63H82Cl5OP2PtSb3Se4Si3
Method: DFT, ωB97M-V with the def2-TZVPD basis set

Geometry (Å):
Pt  -0.767527  0.573075  0.678863
Sb  -2.114017  3.523610  -3.218886
Sb  2.011858  1.527163  0.556262
Sb  -0.024463  -1.679024  -3.861109
Se  -0.190908  4.330414  -4.619489
Se  -2.932659  5.615173  -2.046797
Se  0.537712  0.636524  -1.377340
Se  -3.964971  2.937714  -4.815367
Cl  -3.138762  -0.556734  2.703708
Cl  -5.907420  -1.581018  2.114273
Cl  -2.355602  0.319545  -2.561896
Cl  -5.172669  -0.579667  -3.106848
Cl  -6.997909  -1.572373  -0.787538
P  -1.746989  2.157749  2.185242
P  -0.508020  -1.883338  1.742929
Si  4.535049  0.923399  -0.205760
Si  2.117534  3.894424  -0.705547
Si  2.766875  1.253548  3.537997
O  -0.688929  0.062713  3.955233
C  -3.505403  2.546413  0.170835
C  -2.033231  0.587303  5.939772
C  0.448328  -1.110754  -6.956811
C  -2.769579  2.937584  4.665195
C  2.786723  -2.966681  -4.690016
C  2.251047  -1.866921  -3.792123
C  -1.202760  3.904639  2.137984
C  -3.181497  2.703079  5.966274
C  2.593184  -2.177208  -2.340906
C  -2.733784  -0.154029  0.075063
C  -0.171238  -2.195105  3.519239
C  -5.847341  2.228229  1.595593
C  -3.448463  2.346296  1.549071
C  -1.565634  6.263748  1.872563
C  -3.721956  -4.434478  2.114126
C  -3.620965  -0.586439  1.066081
C  0.289464  -3.433493  3.954614
C  0.734308  -2.542808  6.126100
C  -2.039280  4.964961  1.805855
C  -4.630307  2.191611  2.258383
C  -0.344107  0.857737  -5.641426
C  1.732387  2.118306  4.914952
C  3.214100  5.077664  0.308206
C  -4.912087  -1.038369  0.826121
C  -2.651193  -3.621029  2.444354
C  -4.076709  -4.619953  0.788956
C  2.827448  -0.518198  -4.184304
C  -1.550129  0.855232  4.663913
C  -0.102156  -4.675791  -3.057516
C  0.714416  -3.619497  5.254578
C  2.108320  -2.633462  1.202312
C  3.183264  -0.528519  4.140964
C  -2.846554  1.508297  6.579258
C  -5.400093  -1.054844  -0.471361
C  5.191325  0.513688  -1.957170
C  -0.739149  -3.837108  -4.156035
C  -4.714640  2.577093  -0.490934
C  -1.939960  -2.974988  1.442490
C  -0.235746  -1.137785  4.431891
C  1.517911  -5.195691  0.339111
C  0.780933  -3.037773  1.116558
C  2.836613  -4.798431  0.464378
C  0.105957  4.168022  2.529278
C  -2.298745  -3.167585  0.110283
C  -1.926557  -0.951471  -6.237353
C  -5.889793  2.406068  0.224178
C  5.226122  -0.519583  0.840811
C  2.865702  3.523402  -2.422730
C  0.563211  5.467580  2.632621
C  -0.419676  -4.411355  -5.521831
C  -3.268551  -0.205157  -1.214494
C  -0.273763  6.521355  2.299467
C  0.370320  4.617100  -0.853788
C  0.268649  -1.306179  5.719310
C  -3.358417  -3.991834  -0.216629
C  -1.990672  2.005510  3.992329
C  0.498313  -4.326987  0.676227
C  5.501686  2.508283  0.246174
C  -0.488203  -0.636780  -5.860633
C  4.406834  2.250798  3.540167
C  -2.246367  -3.787676  -3.955234
C  -4.569855  -0.624193  -1.498021
C  3.127747  -3.517479  0.901201
H  2.882196  4.433000  -3.017592
H  4.933470  -0.471189  1.882758
H  6.267374  0.674317  -1.962875
H  1.139721  -2.665506  7.118162
H  -3.061480  3.847198  4.157811
H  -6.834432  2.397824  -0.299294
H  -4.912478  -5.257839  0.543789
H  5.012651  -0.523118  -2.213939
H  2.285194  -1.361046  -1.685010
H  3.411748  -0.497929  5.203717
H  -2.381583  -3.476222  3.480604
H  -0.525008  -5.683479  -3.051047
H  -2.038709  -1.992118  -6.536796
H  -1.817391  -0.348426  6.431947
H  2.407776  -3.936711  -4.379052
H  0.162675  -0.641416  -7.900122
H  2.249132  2.807852  -2.962535
H  2.064369  1.751562  5.883989
H  2.095880  -3.079959  -1.989928
H  1.070714  -4.585347  5.578030
H  -1.101505  1.218231  -4.949005
H  0.396100  -2.188740  -7.089276
H  5.178268  1.789922  2.935179
H  0.317472  -4.251776  3.251950
H  -3.794169  3.422805  6.489693
H  -4.755612  2.697459  -1.564582
H  4.261455  3.267304  3.187619
H  -3.211655  1.290164  7.573230
H  0.665476  1.945452  4.841377
H  -3.620165  -4.157845  -1.251008
H  3.876153  -3.007158  -4.617711
H  0.757456  3.333156  2.760461
H  0.339051  -0.455563  6.379000
H  0.970642  -4.778933  -3.203619
H  -1.006824  -3.925586  -6.296128
H  3.877265  3.133437  -2.376559
H  1.573460  5.658772  2.963853
H  3.667922  -2.321205  -2.211992
H  4.158150  -3.219904  1.019858
H  4.780443  2.315350  4.558721
H  2.335087  -1.619052  1.513373
H  6.474618  2.250520  0.656148
H  -2.489864  -3.395679  -2.968274
H  2.526697  -2.799128  -5.731890
H  -2.678900  -4.786851  -4.039835
H  4.989042  3.125988  0.970779
H  -0.673194  -5.473713  -5.545235
H  -2.725856  -3.157909  -4.701903
H  -0.484534  1.391055  -6.582553
H  2.364678  -1.225840  4.002423
H  -4.603025  2.017264  3.323468
H  0.633905  -4.319185  -5.768129
H  -2.565730  2.643411  -0.363754
H  1.895047  3.192393  4.899372
H  2.559198  0.228217  -3.436658
H  2.805046  6.079413  0.256789
H  2.455576  -0.180838  -5.147596
H  4.879873  -1.461492  0.430231
H  -2.207509  7.080177  1.580917
H  4.054124  -0.935187  3.636872
H  3.914219  -0.570409  -4.252980
H  3.268020  4.797012  1.353366
H  0.080249  7.540104  2.359325
H  -1.726167  -2.658228  -0.659625
H  0.167363  5.380943  -0.110434
H  4.222768  5.119590  -0.080304
H  0.237667  5.070792  -1.834370
H  1.479006  -0.831448  -6.755724
H  5.679101  3.111915  -0.638185
H  -3.055042  4.792265  1.484432
H  4.765425  1.131491  -2.737971
H  -0.520564  -4.669892  0.598493
H  -2.616170  -0.735729  -5.421640
H  6.312576  -0.522626  0.797995
H  1.267311  -6.189947  0.002096
H  -4.274807  -4.932897  2.896329
H  -0.272349  -4.239395  -2.071635
H  -6.761455  2.082951  2.155044
H  -0.385169  3.841863  -0.737727
H  3.637760  -5.478887  0.222520
H  -2.224940  -0.330342  -7.083676
H  0.631778  1.133258  -5.249003

Atomic forces in eV per Å
Pt -1.284 -0.407 -0.330
Sb -1.036 2.957 -2.366
Sb 1.134 0.535 0.521
Sb 0.613 -0.274 -0.530
Se -0.476 -0.831 0.944
Se 0.470 -1.383 0.058
Se -0.128 -0.531 -0.103
Se 0.971 -0.297 1.098
Cl -0.339 -0.027 0.497
Cl -0.148 0.043 0.078
Cl -0.120 0.215 -0.017
Cl 0.025 -0.042 0.051
Cl -0.157 -0.054 -0.079
P -0.811 0.395 -0.527
P 0.128 -0.624 -0.258
Si 1.316 -0.376 0.095
Si -0.370 0.829 -0.242
Si 0.890 0.234 1.060
O 0.251 0.065 0.365
C 0.041 0.213 0.235
C 0.102 -0.324 -0.032
C 0.016 -0.060 0.091
C 0.160 -0.039 0.094
C -0.117 0.061 0.016
C -0.687 -0.160 -0.152
C 0.278 -0.185 -0.150
C -0.089 0.035 0.121
C -0.247 0.091 0.059
C 0.601 0.427 0.830
C -0.157 0.573 0.042
C -0.096 -0.076 0.122
C -0.058 0.046 -0.147
C 0.101 0.172 0.050
C -0.006 -0.107 0.025
C 0.105 0.004 -0.022
C -0.002 0.057 0.147
C 0.019 0.056 -0.065
C -0.040 -0.164 -0.018
C 0.163 0.180 0.137
C 0.120 -0.289 0.320
C -0.093 -0.211 -1.081
C -0.163 -0.440 -0.348
C -0.021 -0.052 -0.192
C 0.078 0.002 -0.153
C -0.064 -0.065 0.059
C -0.281 0.006 -0.040
C -0.424 0.566 0.282
C 0.070 0.224 0.036
C 0.063 -0.072 0.030
C -0.035 0.053 -0.101
C -0.381 0.514 -0.921
C -0.008 0.130 -0.080
C 0.181 0.030 0.003
C -0.874 0.098 0.421
C 0.212 0.612 0.080
C -0.128 0.049 -0.109
C 0.042 -0.027 -0.061
C 0.201 -0.713 0.078
C 0.121 -0.107 -0.026
C -0.080 0.139 -0.154
C 0.047 -0.076 -0.017
C -0.005 -0.041 0.023
C 0.063 0.083 0.053
C 0.025 -0.161 0.182
C -0.019 -0.009 -0.032
C -0.509 0.513 -0.237
C -0.215 -0.295 0.810
C 0.132 -0.019 0.071
C 0.052 0.094 -0.011
C 0.440 0.085 -0.040
C -0.048 0.026 0.010
C 0.689 -0.539 0.259
C 0.005 0.240 -0.018
C -0.004 -0.057 -0.105
C 0.435 -0.532 -0.131
C 0.022 0.072 -0.042
C -0.581 -0.283 0.001
C 0.265 -0.523 0.475
C -0.711 -0.402 -0.504
C 0.076 0.205 0.021
C -0.103 -0.166 0.038
C 0.130 0.032 0.076
H -0.122 0.251 0.045
H -0.036 -0.009 0.176
H 0.162 0.120 0.303
H -0.002 0.038 0.148
H -0.055 0.015 -0.050
H -0.099 0.026 -0.024
H -0.079 -0.047 -0.058
H -0.094 -0.171 -0.041
H 0.030 -0.074 0.028
H -0.061 0.313 0.188
H -0.029 -0.004 0.062
H -0.130 -0.118 -0.052
H -0.094 -0.100 -0.012
H 0.066 0.035 0.003
H 0.005 -0.139 -0.098
H -0.047 0.073 -0.153
H -0.160 -0.029 -0.036
H 0.240 -0.260 0.005
H -0.005 -0.169 0.081
H 0.011 -0.102 0.019
H -0.070 0.145 -0.003
H 0.045 -0.123 -0.087
H 0.138 -0.099 -0.142
H 0.060 -0.111 -0.019
H -0.009 0.076 -0.029
H 0.048 0.118 -0.138
H -0.068 0.174 -0.081
H -0.007 -0.036 0.026
H -0.145 0.006 0.027
H -0.059 0.040 -0.092
H 0.189 0.025 0.005
H 0.048 0.074 0.067
H -0.055 0.053 0.103
H 0.108 -0.026 0.068
H 0.006 0.075 -0.156
H 0.229 -0.025 0.110
H 0.110 0.045 0.011
H 0.222 -0.091 -0.085
H 0.074 0.020 -0.025
H -0.119 -0.132 0.301
H 0.064 0.044 0.062
H 0.140 -0.212 0.074
H -0.105 0.074 0.073
H -0.013 -0.047 -0.163
H -0.007 -0.184 0.009
H -0.027 0.184 0.156
H -0.067 -0.171 0.025
H -0.111 0.057 0.000
H -0.083 0.075 -0.078
H -0.116 -0.129 -0.023
H -0.083 -0.052 0.060
H 0.111 -0.031 -0.098
H -0.140 0.043 -0.119
H 0.048 0.143 -0.111
H 0.053 0.175 -0.029
H -0.224 0.232 -0.049
H 0.052 0.082 -0.081
H -0.094 -0.115 -0.083
H -0.101 0.058 -0.035
H 0.090 0.004 -0.126
H 0.165 -0.032 0.032
H -0.022 -0.058 0.253
H 0.050 0.065 0.008
H -0.049 -0.045 -0.104
H 0.088 0.030 0.198
H 0.292 -0.039 -0.103
H 0.093 -0.064 -0.186
H 0.123 -0.027 -0.049
H -0.070 0.085 -0.206
H -0.035 -0.038 -0.083
H -0.090 0.095 -0.153
H -0.021 -0.049 0.025
H -0.122 0.029 0.032
H 0.178 0.128 -0.102
H 0.045 -0.124 -0.073
H -0.082 -0.020 0.070
H 0.012 0.001 0.071
H -0.044 0.012 0.021
H -0.079 -0.071 -0.045
H 0.099 -0.097 -0.030
H -0.005 0.104 -0.096
H 0.101 0.107 0.037

Values from the calculation:
Highest occupied orbital energy (alpha / beta)   -6.43 / -6.39 eV
Electronic energy   -16822.983508 hartree
E_LUMO (alpha / beta)   -2.7 / -2.7 eV
Largest force on an atom   3.93 eV/Å
Frontier orbital gap (alpha / beta)   3.746 / 3.690 eV

Atomic partial charges in e from the Löwdin method, atoms 1 to 5: atom 1 (Pt): 0.30, atom 2 (Sb): 0.07, atom 3 (Sb): 0.68, atom 4 (Sb): 1.55, atom 5 (Se): -0.07